An isolated ion of composition C28H54N3O6 and charge +1 at a distorted geometry, computed with ωB97M-V/def2-TZVPD.

Computed properties:
- gap between HOMO and LUMO (hartree) = 0.3139
- HOMO level (eV) = -11.278
- relative energy (zero: lowest compared OMol25 entry of this formula, charge and spin) (kJ/mol) = 574.51
- charge = +1

CARTESIAN COORDINATES (ANGSTROEM)
C  5.27  -1.65  0.75
C  4.27  -2.66  1.49
C  2.75  -2.60  0.93
C  1.79  -1.70  1.83
C  1.97  -0.12  1.70
C  2.04  0.46  0.21
N  0.76  0.64  -0.50
C  0.10  -0.60  -0.93
C  -0.31  -0.40  -2.50
C  1.03  0.13  -3.23
C  1.19  -0.40  -4.74
C  2.74  -0.82  -4.90
O  3.10  -1.91  -5.36
O  3.78  0.11  -4.54
C  4.54  -0.38  -3.41
C  4.96  0.82  -2.42
C  -1.14  -1.10  -0.05
N  -1.53  -0.14  1.06
O  -2.69  -0.53  1.67
C  -2.47  -1.53  2.69
C  -3.01  -1.07  4.15
C  -2.10  -1.59  5.36
O  -3.13  0.36  4.28
C  -1.62  1.21  0.41
C  -2.47  2.29  1.20
C  -3.84  2.55  0.36
C  -4.88  1.35  0.47
C  -4.74  0.27  -0.71
O  -4.51  0.71  -1.87
O  -4.83  -1.12  -0.50
C  -4.65  -1.86  -1.73
C  -4.66  -3.46  -1.49
C  -0.12  1.71  -0.01
N  0.48  2.60  1.04
C  0.85  3.77  0.54
C  -0.17  4.94  0.09
C  2.41  4.15  0.39
H  4.70  -1.11  -0.07
H  6.11  -2.27  0.26
H  5.73  -0.97  1.54
H  4.63  -3.73  1.24
H  4.31  -2.59  2.63
H  2.37  -3.68  1.02
H  2.71  -2.37  -0.19
H  0.73  -2.09  1.68
H  2.06  -1.96  2.92
H  2.98  0.13  2.20
H  1.19  0.46  2.31
H  2.69  -0.23  -0.43
H  2.65  1.44  0.28
H  0.87  -1.45  -0.95
H  -1.11  0.41  -2.62
H  -0.59  -1.38  -3.00
H  1.13  1.27  -3.14
H  1.91  -0.30  -2.63
H  0.49  -1.27  -4.91
H  1.03  0.47  -5.47
H  3.99  -1.17  -2.79
H  5.51  -0.89  -3.75
H  5.60  0.41  -1.57
H  4.06  1.31  -1.94
H  5.55  1.64  -2.96
H  -0.93  -2.16  0.33
H  -2.06  -1.17  -0.73
H  -0.79  -0.09  1.78
H  -3.13  -2.43  2.41
H  -1.41  -1.93  2.77
H  -4.06  -1.50  4.29
H  -1.98  -2.72  5.39
H  -2.66  -1.31  6.32
H  -1.13  -1.01  5.36
H  -2.34  0.71  4.75
H  -2.15  1.04  -0.60
H  -1.99  3.31  1.31
H  -2.79  1.96  2.26
H  -4.28  3.50  0.78
H  -3.49  2.77  -0.71
H  -5.94  1.78  0.39
H  -4.81  0.81  1.46
H  -5.52  -1.67  -2.46
H  -3.67  -1.64  -2.28
H  -5.71  -3.89  -1.41
H  -4.10  -3.71  -0.52
H  -4.14  -4.02  -2.33
H  -0.32  2.41  -0.91
H  -0.80  4.64  -0.81
H  -0.91  5.12  0.95
H  0.36  5.93  -0.07
H  2.80  3.51  -0.48
H  2.51  5.24  0.04
H  2.99  3.98  1.36

Atomic partial charges in e from the Löwdin method, atoms 1 to 2:
1. C -0.113
2. C -0.233

---

A 10-piece molecular cluster, C56H144F4N8O14P2S4 overall at a distorted geometry, computed with ωB97M-V/def2-TZVPD.

Computed properties:
- gap between HOMO and LUMO (hartree) = 0.2910
- HOMO level (eV) = -19.031
- charge = +6

CARTESIAN COORDINATES (ANGSTROEM)
C  -4.10  3.81  -7.33
C  -4.09  2.92  -6.13
C  -3.36  3.56  -4.96
O  -3.46  2.74  -3.81
C  -2.60  3.13  -2.74
N  -5.52  2.66  -5.67
H  -5.47  2.33  -4.69
H  -6.05  3.54  -5.72
H  -6.15  2.03  -6.19
H  -3.10  4.11  -7.68
H  -4.45  4.84  -7.17
H  -4.57  3.41  -8.23
H  -3.68  1.94  -6.35
H  -3.69  4.60  -4.82
H  -2.30  3.57  -5.22
H  -2.79  4.18  -2.52
H  -1.56  2.81  -2.89
H  -2.85  2.55  -1.85
C  -2.73  -0.89  -3.55
C  -1.81  -1.89  -2.92
C  -1.53  -3.12  -3.75
O  -0.39  -3.85  -3.32
C  -0.19  -5.00  -4.12
N  -0.52  -1.15  -2.54
H  -0.66  -0.33  -1.89
H  0.13  -1.78  -2.05
H  0.03  -0.77  -3.32
H  -3.56  -1.30  -4.13
H  -2.20  -0.31  -4.33
H  -3.11  -0.15  -2.85
H  -2.13  -2.17  -1.92
H  -1.39  -2.78  -4.79
H  -2.37  -3.81  -3.75
H  -1.09  -5.62  -4.22
H  0.61  -5.62  -3.71
H  0.13  -4.72  -5.13
C  4.10  3.06  1.60
C  4.70  3.18  0.20
C  3.62  3.54  -0.79
O  4.21  3.73  -2.07
C  3.29  3.73  -3.15
N  5.75  4.28  0.18
H  6.65  3.89  0.48
H  5.84  4.71  -0.76
H  5.48  5.03  0.83
H  3.73  4.01  2.02
H  4.85  2.72  2.31
H  3.26  2.37  1.53
H  5.24  2.26  -0.01
H  3.22  4.53  -0.49
H  2.79  2.84  -0.87
H  3.38  2.80  -3.74
H  3.56  4.42  -3.95
H  2.25  3.83  -2.86
C  2.14  -8.04  -0.45
C  1.40  -7.14  0.51
C  1.25  -5.69  0.03
O  0.24  -5.00  0.73
C  -0.78  -4.40  -0.08
N  0.04  -7.74  0.79
H  -0.57  -6.98  1.13
H  -0.44  -8.17  -0.01
H  0.02  -8.43  1.55
H  3.15  -7.77  -0.72
H  1.46  -8.24  -1.29
H  2.20  -9.04  -0.01
H  1.85  -7.19  1.51
H  1.11  -5.72  -1.06
H  2.23  -5.24  0.23
H  -1.52  -3.96  0.58
H  -1.33  -5.13  -0.68
H  -0.35  -3.60  -0.68
C  3.00  9.96  -0.76
C  1.78  9.28  -0.17
C  1.36  7.96  -0.78
O  0.36  7.44  0.05
C  -0.21  6.16  -0.24
N  2.06  9.06  1.33
H  1.92  9.92  1.86
H  1.29  8.42  1.61
H  2.99  8.70  1.54
H  2.95  9.98  -1.85
H  3.92  9.40  -0.52
H  3.14  10.97  -0.38
H  0.95  9.98  -0.10
H  2.20  7.26  -0.92
H  0.93  8.10  -1.78
H  0.55  5.37  -0.16
H  -0.70  6.16  -1.22
H  -0.89  5.89  0.57
C  -6.73  2.54  -1.07
C  -5.81  2.29  0.11
C  -5.69  3.50  1.02
O  -4.82  3.22  2.06
C  -4.75  4.34  2.98
N  -6.31  1.14  0.93
H  -7.27  1.21  1.32
H  -6.33  0.18  0.48
H  -5.70  1.15  1.76
H  -7.58  3.18  -0.79
H  -7.20  1.62  -1.42
H  -6.21  3.05  -1.88
H  -4.84  1.94  -0.25
H  -6.70  3.76  1.36
H  -5.32  4.29  0.36
H  -4.70  5.29  2.45
H  -3.83  4.19  3.55
H  -5.62  4.34  3.64
C  2.39  -1.57  1.73
C  2.28  -1.33  0.22
C  3.58  -1.31  -0.60
C  3.60  -0.49  -1.89
P  4.99  -0.86  -2.98
C  4.61  -0.09  -4.59
C  5.48  -0.56  -5.74
C  5.27  0.31  -6.97
C  5.82  1.73  -6.88
C  6.56  -0.19  -2.36
C  6.62  1.34  -2.34
C  7.50  1.82  -3.47
C  7.51  3.33  -3.74
C  5.20  -2.66  -3.12
C  4.05  -3.35  -3.87
C  4.13  -4.87  -3.76
C  5.49  -5.41  -4.21
H  3.09  -2.39  1.91
H  1.40  -1.79  2.12
H  2.78  -0.69  2.26
H  1.62  -0.45  0.07
H  1.54  -2.06  -0.14
H  3.79  -2.36  -0.79
H  4.39  -1.04  0.09
H  3.50  0.56  -1.62
H  2.70  -0.68  -2.50
H  4.79  0.98  -4.42
H  3.54  -0.18  -4.83
H  5.37  -1.60  -6.07
H  6.55  -0.47  -5.51
H  4.21  0.39  -7.27
H  5.72  -0.13  -7.86
H  6.84  1.76  -6.49
H  5.24  2.34  -6.17
H  5.75  2.28  -7.81
H  7.33  -0.69  -2.95
H  6.69  -0.54  -1.33
H  6.95  1.83  -1.41
H  5.64  1.81  -2.47
H  7.36  1.34  -4.45
H  8.57  1.58  -3.33
H  6.52  3.80  -3.65
H  7.91  3.51  -4.73
H  8.09  3.88  -2.99
H  5.38  -3.06  -2.13
H  6.09  -2.69  -3.75
H  4.15  -3.06  -4.92
H  3.03  -3.07  -3.57
H  3.35  -5.34  -4.37
H  3.94  -5.32  -2.78
H  5.95  -4.79  -4.99
H  5.48  -6.44  -4.53
H  6.24  -5.23  -3.42
C  1.84  -3.77  4.76
C  1.64  -2.27  5.15
C  0.21  -1.81  4.87
C  -0.79  -2.22  5.98
P  -2.53  -1.65  5.84
C  -2.37  0.15  5.65
C  -1.69  0.84  6.83
C  -1.45  2.32  6.61
C  -2.81  3.07  6.58
C  -3.14  -2.16  7.46
C  -2.92  -3.57  7.98
C  -3.50  -3.79  9.38
C  -5.01  -3.72  9.53
C  -3.26  -2.40  4.35
C  -2.85  -3.86  4.10
C  -3.81  -4.67  3.22
C  -5.19  -4.95  3.82
H  2.43  -3.82  3.84
H  0.88  -4.26  4.55
H  2.42  -4.32  5.49
H  2.44  -1.79  4.60
H  1.83  -2.21  6.22
H  -0.17  -2.27  3.95
H  0.19  -0.72  4.84
H  -0.40  -1.78  6.90
H  -0.89  -3.31  6.03
H  -3.37  0.53  5.47
H  -1.73  0.27  4.77
H  -0.71  0.36  6.95
H  -2.17  0.60  7.78
H  -0.89  2.49  5.69
H  -0.91  2.77  7.44
H  -3.30  2.87  5.62
H  -2.63  4.13  6.69
H  -3.44  2.74  7.40
H  -4.19  -1.84  7.50
H  -2.67  -1.43  8.14
H  -1.84  -3.68  8.11
H  -3.30  -4.32  7.28
H  -3.08  -2.92  9.92
H  -2.98  -4.59  9.90
H  -5.42  -4.68  9.20
H  -5.50  -2.96  8.90
H  -5.28  -3.51  10.56
H  -2.79  -1.82  3.54
H  -4.33  -2.19  4.34
H  -2.80  -4.43  5.05
H  -1.81  -3.84  3.76
H  -3.29  -5.62  3.10
H  -3.96  -4.12  2.29
H  -5.10  -4.93  4.91
H  -5.68  -5.81  3.39
H  -5.88  -4.12  3.63
N  -1.09  0.59  -0.30
S  -1.88  0.14  0.99
O  -3.01  0.87  1.44
O  -1.09  -0.43  2.04
F  -2.55  -1.14  0.34
S  -0.44  1.95  0.46
O  0.61  1.80  1.41
O  -1.29  3.08  0.48
F  0.52  2.35  -0.82
N  -6.64  -1.55  -0.06
S  -6.84  -1.80  -1.61
O  -7.61  -2.92  -1.96
O  -5.73  -1.45  -2.46
F  -7.84  -0.56  -1.84
S  -5.65  -2.81  0.32
O  -4.46  -3.03  -0.44
O  -6.30  -3.93  0.84
F  -5.00  -2.13  1.63

Atomic partial charges in e from the Löwdin method, atoms 1 to 2:
1. C -0.039
2. C -0.305

---

A 4-piece molecular cluster, C3H18N2O3 overall at a distorted geometry, computed with ωB97M-V/def2-TZVPD.

Computed properties:
- gap between HOMO and LUMO (hartree) = 0.4615
- HOMO level (eV) = -18.846
- relative energy (zero: lowest compared OMol25 entry of this formula, charge and spin) (kJ/mol) = 192.90
- charge = +2

CARTESIAN COORDINATES (ANGSTROEM)
C  -1.61  0.46  1.12
C  -0.79  -0.30  0.10
C  -0.62  -1.81  0.55
N  0.59  -2.33  -0.24
N  -1.70  1.96  0.64
H  -1.02  0.36  2.07
H  -2.61  -0.07  1.20
H  0.21  0.02  -0.21
H  -1.21  -0.34  -1.01
H  -0.48  -1.92  1.60
H  -1.50  -2.39  0.26
H  0.32  -3.00  -0.82
H  0.83  -1.53  -0.88
H  1.42  -2.37  0.32
H  -1.51  2.70  1.48
H  -2.58  2.17  0.16
H  -1.03  2.09  -0.04
H  1.45  1.79  -1.60
H  0.72  3.27  -1.84
O  0.61  2.34  -1.49
H  2.15  -0.01  1.31
H  1.79  -0.71  2.67
O  1.45  -0.45  1.72
H  1.03  0.46  -2.32
H  2.28  -0.34  -2.76
O  1.80  -0.05  -2.00

Atomic partial charges in e from the Löwdin method, atoms 1 to 2:
1. C -0.089
2. C -0.227

---

C17H18N9RuS2 as an isolated structure, computed with ωB97M-V/def2-TZVPD.

Computed properties:
- gap between HOMO and LUMO (alpha / beta) (hartree) = 0.2052 / 0.1980
- HOMO level (alpha / beta) (eV) = -16.877 / -18.514
- multiplicity = 5
- charge = +3

CARTESIAN COORDINATES (ANGSTROEM)
Ru  1.12  -0.25  -0.27
C  3.96  -0.83  -4.81
S  4.14  0.62  -3.79
C  3.17  0.35  -2.41
S  1.99  -0.95  -2.25
N  3.45  1.24  -1.48
N  2.72  1.02  -0.36
C  3.13  1.56  0.75
C  2.40  1.18  1.94
C  2.72  1.66  3.19
C  1.94  1.25  4.29
C  0.92  0.36  4.08
C  0.67  -0.12  2.79
N  1.37  0.29  1.74
H  4.47  -0.59  -5.74
H  2.91  -1.05  -4.99
H  4.45  -1.66  -4.30
H  4.00  2.21  0.77
H  3.56  2.33  3.32
H  2.15  1.64  5.28
H  0.30  0.02  4.90
H  -0.13  -0.83  2.60
N  -1.32  3.02  -0.34
C  -0.18  2.42  -0.65
N  -0.30  1.12  -0.52
C  -1.66  0.90  -0.06
N  -2.27  2.16  0.06
C  -1.75  -1.34  0.21
C  -2.58  -2.47  0.68
N  -2.25  -3.70  0.54
C  -1.02  -3.96  0.02
C  -0.11  -2.94  -0.26
N  -0.41  -1.65  -0.15
H  -1.54  4.01  -0.39
H  0.69  2.95  -1.00
H  -3.53  -2.23  1.16
H  -0.75  -5.00  -0.14
H  0.90  -3.19  -0.55
C  -4.99  0.40  -0.18
C  -3.91  -0.25  -1.05
C  -2.55  -0.25  -0.43
N  -2.07  -0.09  0.98
H  -5.96  0.29  -0.67
H  -4.81  1.46  -0.04
H  -5.05  -0.07  0.80
H  -3.83  0.25  -2.01
H  -4.17  -1.29  -1.26

Atomic partial charges in e from the Löwdin method, atoms 1 to 2:
1. Ru 1.109
2. C -0.300

---

One molecule with the formula C5H8N2O2 at a distorted geometry, computed with ωB97M-V/def2-TZVPD.

Computed properties:
- gap between HOMO and LUMO (hartree) = 0.3308
- HOMO level (eV) = -8.438
- structure (SMILES) = N/N=C(/C(=O)O)C1CC1
- relative energy (zero: lowest compared OMol25 entry of this formula, charge and spin) (kJ/mol) = 606.31

CARTESIAN COORDINATES (ANGSTROEM)
C  0.19  0.60  0.48
C  0.02  0.40  -1.01
C  -0.71  -1.04  -0.94
C  0.75  -0.75  -1.55
C  1.63  0.70  0.99
H  -2.49  0.29  0.00
H  -2.79  0.54  1.77
H  -0.39  1.04  -1.72
H  -1.29  -1.20  -1.81
H  -0.81  -1.94  -0.27
H  1.35  -1.22  -0.75
H  0.90  -1.13  -2.81
H  2.30  0.89  2.57
N  -2.04  0.39  0.97
N  -0.86  0.71  1.39
O  1.46  0.81  2.23
O  2.74  0.91  0.46

Atomic partial charges in e from the Löwdin method, atoms 1 to 2:
1. C -0.157
2. C -0.210

---

A 3-piece molecular cluster, C3H10N2O overall at a distorted geometry, computed with ωB97M-V/def2-TZVPD.

Computed properties:
- gap between HOMO and LUMO (hartree) = 0.3686
- HOMO level (eV) = -9.393
- structure (SMILES) = C=NC.C=O.N
- relative energy (zero: lowest compared OMol25 entry of this formula, charge and spin) (kJ/mol) = 273.33

CARTESIAN COORDINATES (ANGSTROEM)
C  2.08  1.36  -0.04
C  2.83  -0.49  -1.21
N  3.07  0.70  -0.86
H  1.46  0.66  0.54
H  1.40  1.97  -0.63
H  2.56  2.00  0.71
H  1.95  -1.09  -0.94
H  3.51  -0.93  -1.94
H  -1.21  2.30  1.27
N  -2.14  2.51  1.25
C  -2.55  -3.52  -0.23
O  -3.01  -2.41  -0.18
H  -2.84  1.87  0.92
H  -2.52  3.14  1.92
H  -2.31  -3.95  -1.22
H  -2.30  -4.12  0.65

Atomic partial charges in e from the Löwdin method, atoms 1 to 2:
1. C -0.167
2. C -0.089

---

Calculated total energy values, unit Eh, following the record order: -1714.4247, -6384.1324, -459.6930, -2041.4785, -455.1276, -304.9705.